A molecular structure, C60H120F18MgN9O12S6. Source: OMol25; level of theory: wB97M-V/def2-TZVPD.

Properties
HOMO energy (spin up / spin down)	-0.360 / -0.561	hartree
lowest unoccupied orbital energy (spin up / spin down)	-0.2633 / -0.2634	Ha
DFT total energy	-221473.69795	eV

Geometry as ORCA input:
```
! RIJCOSX wB97M-V def2-TZVPD def2/J DEFGRID3
* xyz 4 2
Mg -0.7095 -3.3146 -2.4218
C 1.0292 3.4521 0.1679
C 1.6513 4.8896 -0.0273
C 1.4347 5.5845 -1.5281
N 2.0665 7.0204 -1.6634
C 1.4955 8.0736 -0.6566
C 0.0363 8.4791 -1.0349
C -0.2157 8.7751 -2.5765
C 0.3840 7.6678 -3.5266
C 1.8826 7.4301 -3.1500
C 3.6146 6.9314 -1.4440
H 1.5449 2.8255 -0.5597
H -0.0508 3.5044 0.0299
H 1.2233 3.0626 1.1673
H 2.6920 4.7360 0.2581
H 1.1964 5.4536 0.7870
H 0.3505 5.6965 -1.5338
H 1.7903 4.9561 -2.3446
H 1.5897 7.8162 0.3984
H 2.1601 8.9303 -0.7688
H -0.5935 7.6001 -0.8982
H -0.2078 9.2903 -0.3489
H -1.2323 9.0649 -2.8422
H 0.3447 9.6894 -2.7717
H -0.2386 6.7740 -3.5681
H 0.3132 8.0296 -4.5524
H 2.2829 6.7789 -3.9270
H 2.3976 8.3861 -3.2447
H 3.9391 5.9266 -1.7147
H 3.5605 6.9834 -0.3566
H 4.1418 7.8509 -1.6982
C 3.4796 -0.1122 6.8891
C 4.1896 -0.2109 5.5613
C 4.6048 -1.6542 5.2342
N 5.2963 -1.7698 3.8625
C 4.4919 -1.1672 2.7132
C 4.6838 -1.7634 1.4153
C 4.7219 -3.3326 1.3166
C 5.8630 -3.7916 2.2715
C 5.5698 -3.2796 3.7119
C 6.6485 -1.0531 3.9573
H 3.9834 -0.6232 7.7096
H 2.6444 -0.8077 6.8058
H 3.1620 0.8897 7.1778
H 5.0342 0.4734 5.4810
H 3.4285 0.0696 4.8332
H 3.7035 -2.2589 5.1335
H 5.3694 -1.9782 5.9402
H 3.4564 -1.3901 2.9707
H 4.5634 -0.0943 2.8918
H 3.8307 -1.4881 0.7952
H 5.5569 -1.2689 0.9896
H 3.7822 -3.7767 1.6448
H 4.8066 -3.6595 0.2802
H 5.8302 -4.8791 2.2062
H 6.8015 -3.5491 1.7729
H 4.6197 -3.6443 4.1021
H 6.3153 -3.6464 4.4174
H 7.2546 -1.2934 3.0838
H 7.0374 -1.5619 4.8393
H 6.5501 0.0320 3.9867
C -6.6571 0.9140 1.7843
C -6.6859 1.8184 0.5423
C -7.0174 1.0421 -0.7076
N -7.0821 1.8308 -2.0797
C -6.7248 0.8491 -3.2370
C -6.9286 1.3806 -4.6233
C -8.3188 1.9487 -4.8428
C -8.5546 3.1287 -3.8068
C -8.4269 2.5810 -2.3366
C -5.8211 2.7600 -2.0942
H -5.8045 0.2422 1.6854
H -7.5516 0.3116 1.9427
H -6.5097 1.3880 2.7548
H -5.7607 2.3597 0.3443
H -7.4009 2.6105 0.7649
H -8.0053 0.5914 -0.6127
H -6.4254 0.1423 -0.8751
H -7.3848 -0.0068 -3.0960
H -5.7345 0.4257 -3.0694
H -6.7902 0.6198 -5.3915
H -6.1447 2.1084 -4.8326
H -9.0240 1.1247 -4.7331
H -8.5115 2.2035 -5.8849
H -9.4952 3.5730 -4.1322
H -7.9360 4.0096 -3.9784
H -9.2062 1.8264 -2.2300
H -8.4555 3.4204 -1.6419
H -5.9682 3.5916 -1.4050
H -5.6895 3.2068 -3.0797
H -4.9351 2.1539 -1.9053
C -5.6399 -7.9649 0.2429
C -5.1624 -6.6145 0.6781
C -4.8584 -6.5301 2.2128
N -4.1851 -5.1835 2.7405
C -4.8524 -3.8495 2.4047
C -6.2198 -3.5765 3.2694
C -5.8735 -3.6705 4.7422
C -5.2479 -5.0440 5.1050
C -3.9459 -5.1361 4.2526
C -2.7244 -5.1383 2.1574
H -6.4869 -8.2820 0.8513
H -4.9202 -8.7785 0.1520
H -5.9218 -7.9030 -0.8082
H -5.9203 -5.8590 0.4711
H -4.2630 -6.3858 0.1063
H -4.1126 -7.2757 2.4883
H -5.8133 -6.5304 2.7383
H -5.1321 -4.0289 1.3666
H -4.0910 -3.0845 2.5564
H -7.0454 -4.2442 3.0230
H -6.6972 -2.6326 3.0062
H -6.6589 -3.5725 5.4916
H -5.3112 -2.7868 5.0438
H -5.9137 -5.8884 4.9265
H -5.0190 -5.2092 6.1578
H -3.5586 -6.1051 4.5674
H -3.1624 -4.4272 4.5204
H -2.8327 -5.1806 1.0737
H -2.1898 -6.0059 2.5441
H -2.2133 -4.2140 2.4269
C 6.9455 -3.6927 -8.3539
C 6.1019 -2.8717 -7.4494
C 6.9777 -1.7775 -6.5662
N 6.2413 -1.0872 -5.4016
C 7.3733 -0.1937 -4.6504
C 6.6922 0.5632 -3.4125
C 6.0164 -0.3508 -2.3686
C 5.1138 -1.4337 -3.1273
C 5.8011 -2.1311 -4.3399
C 5.0423 -0.2969 -5.9526
H 7.2221 -3.0656 -9.2015
H 6.4800 -4.5996 -8.7396
H 7.8188 -3.9371 -7.7492
H 5.3211 -3.3331 -6.8448
H 5.4454 -2.1891 -7.9890
H 7.3481 -0.9168 -7.1230
H 7.7950 -2.2954 -6.0643
H 8.1717 -0.8529 -4.3097
H 7.8422 0.4944 -5.3538
H 7.4120 1.1927 -2.8893
H 5.9392 1.2723 -3.7565
H 6.7498 -0.8855 -1.7650
H 5.5210 0.3536 -1.7004
H 4.7381 -2.1118 -2.3610
H 4.1927 -0.8907 -3.3393
H 6.6563 -2.6967 -3.9698
H 5.0178 -2.7493 -4.7785
H 4.5591 0.3093 -5.1864
H 4.3393 -1.0753 -6.2493
H 5.3743 0.2762 -6.8183
C -1.7601 3.3201 3.0639
C -0.4105 3.4564 3.8640
C 0.4256 4.7202 3.8196
N 1.5419 4.9538 4.9524
C 2.5430 6.0301 4.5013
C 3.7836 6.1488 5.4268
C 4.5047 4.9155 5.7525
C 3.5180 3.7591 6.1974
C 2.2683 3.6165 5.2777
C 0.7085 5.3110 6.2341
H -1.6775 3.7966 2.0871
H -2.6255 3.7844 3.5369
H -1.9084 2.2468 2.9448
H 0.2225 2.5892 3.6758
H -0.7602 3.2652 4.8785
H -0.2015 5.6067 3.9150
H 1.0396 4.6254 2.9240
H 2.9285 5.7385 3.5243
H 1.8770 6.8907 4.4379
H 4.4808 6.8171 4.9213
H 3.4990 6.7827 6.2666
H 5.1522 4.8368 4.8791
H 5.0119 5.2545 6.6557
H 4.0111 2.8102 6.4081
H 3.1846 4.0196 7.2020
H 2.5473 3.3030 4.2718
H 1.4975 2.9730 5.7019
H 1.3002 5.7097 7.0581
H 0.3202 4.3357 6.5275
H -0.0600 6.0453 5.9924
C -2.1155 0.1657 0.3571
F -1.2610 1.0210 0.8519
F -3.1621 0.1830 1.2045
F -2.6854 0.5776 -0.8128
S -1.3178 -1.6273 0.3190
O -0.4500 -1.5934 1.5322
O -2.4310 -2.6037 0.3978
N -0.3911 -1.8457 -1.1893
S 0.8244 -0.8439 -1.0802
O 1.0616 -0.0854 0.1400
O 2.0468 -1.6152 -1.4755
C 0.5692 0.4456 -2.4825
F 0.6401 -0.1095 -3.6132
F -0.6331 1.0596 -2.4777
F 1.4836 1.4123 -2.4222
C -4.8909 -2.7678 -1.6945
F -4.8118 -2.6479 -0.3839
F -6.1266 -3.1752 -1.9954
F -4.6554 -1.6026 -2.2448
S -3.6655 -4.1334 -2.3620
O -2.9989 -4.7374 -1.2407
O -4.3547 -5.0859 -3.2515
N -2.4018 -3.1560 -3.1670
S -3.2330 -2.8681 -4.5469
O -2.6767 -3.6982 -5.6318
O -4.6846 -2.7325 -4.5507
C -2.6383 -1.0809 -5.1128
F -3.0990 -0.9413 -6.3243
F -3.1895 -0.1342 -4.2498
F -1.3047 -1.0548 -5.1076
C -1.2690 -7.4996 -1.2940
F -0.6638 -8.6909 -1.2467
F -2.4940 -7.7832 -1.8170
F -1.3137 -6.9328 -0.0925
S -0.4048 -6.3157 -2.5778
O 0.7333 -7.0090 -3.2469
O -1.4328 -5.9019 -3.5432
N 0.0497 -4.8783 -1.6336
S 1.4238 -5.3719 -0.9275
O 1.5361 -6.8169 -0.6394
O 2.6713 -4.6389 -1.3010
C 1.0982 -4.7111 0.8140
F 1.9273 -5.3373 1.6055
F 1.3318 -3.3385 0.8575
F -0.0824 -4.9978 1.1920
*
```

Atomic partial charges in e from the Löwdin method, atoms 1 to 2: number 1, Mg, carries 0.60; number 2, C, carries -0.08